# 1
# C50H66BrFN19O3

A cluster of 17 separate species, C50H66BrFN19O3 in total in a non-equilibrium geometry (ωB97M-V with the def2-TZVPD basis set, the Open Molecules 2025 dataset).

Geometry (Å):
Br (-1.5374, -3.2807, -1.0379)
F (0.4380, -0.5630, 4.5679)
O (-6.5074, 1.6198, -2.3187)
O (-1.4190, -1.8388, 5.1227)
O (-0.8294, 1.7276, 3.5606)
N (-2.1408, 0.4239, -3.7220)
N (-0.9645, 1.1347, 0.2584)
N (8.4008, 0.1883, 0.3530)
N (0.5797, -4.9098, -3.7350)
N (7.0716, -1.6276, 8.6669)
N (1.2852, 1.4723, -3.1642)
N (-3.4444, -1.3289, -7.8482)
N (-2.8548, -6.2570, -1.1990)
N (-6.4009, 6.6463, -1.1364)
N (-1.6270, -0.4623, 3.1457)
N (5.7897, 3.3833, -3.1094)
N (5.0721, 2.2801, 5.5991)
N (5.3504, -1.1233, 5.0178)
N (3.5603, -3.8577, -8.4718)
N (-5.6938, -7.3069, 2.5079)
N (-3.6302, -4.7013, -6.0263)
N (-1.9996, -1.0226, 6.2160)
N (2.0495, 5.2615, 0.5838)
N (6.5262, 5.2818, 1.3503)
C (8.3322, 2.6372, -0.5430)
C (5.6547, -2.1745, 5.3639)
C (-2.5467, -0.5383, 7.0981)
C (-3.0414, 2.0678, 1.2284)
C (-5.4062, -8.3801, 2.7975)
C (4.1191, 1.7330, 5.2704)
C (-2.3988, -4.8002, -8.3221)
C (-4.8815, -5.6341, 0.3203)
C (5.2707, 3.9952, -2.2855)
C (8.3714, 1.2662, -0.0408)
C (0.2376, 4.4291, 2.2643)
C (6.4249, 5.1358, 2.4840)
C (-5.5170, 7.0341, -1.7597)
C (-0.0416, -1.1495, 0.2331)
C (-1.3402, 0.8916, 2.8205)
C (-3.2468, 0.0804, 8.2162)
C (-3.0878, -4.7452, -7.0364)
C (-4.2841, -0.8492, -4.4942)
C (-3.7471, -5.9820, -0.5299)
C (1.2508, 4.9043, 1.3268)
C (-4.7969, 3.2114, -0.3137)
C (-5.6775, 3.4625, 0.8385)
C (-1.7480, 1.3573, 1.3728)
C (-3.4866, 2.5323, -0.1058)
C (-1.3332, 1.5979, -1.0232)
C (4.6039, 4.7719, -1.2456)
C (2.4066, 1.2615, -3.0296)
C (6.0473, -3.5084, 5.8071)
C (-2.8096, -0.3718, -7.8738)
C (0.3254, 0.3868, 0.3272)
C (-1.5985, -6.1021, -4.5325)
C (-0.4441, -1.6181, -1.2149)
C (-5.0409, -9.7447, 3.1656)
C (6.2967, 4.9496, 3.9258)
C (3.3099, -4.4212, -5.9371)
C (7.0398, -0.5261, 8.3441)
C (-3.0852, -0.1370, -4.0624)
C (-2.0017, 0.8446, -7.9077)
C (6.9949, 0.8739, 7.9305)
C (2.9164, 1.0212, 4.8540)
C (-5.1787, 2.9979, 2.1758)
C (-0.8834, -0.9460, 4.2801)
C (-4.3944, 7.5307, -2.5515)
C (3.4509, -4.1063, -7.3567)
C (-2.5816, 2.3018, -1.2632)
C (3.8300, 0.9976, -2.8497)
C (-3.9251, 2.3089, 2.4045)
C (-0.3774, -5.4380, -4.0897)
C (-5.5267, 2.2806, -2.5576)
C (-5.2024, 3.6296, -1.7743)
H (-5.1691, -0.2109, -4.4516)
H (0.7783, 0.5499, 1.3481)
H (3.8132, 4.1977, -0.7631)
H (-4.0099, -0.5854, 8.6225)
H (2.7405, 0.1397, 5.4703)
H (-1.4448, -5.3249, -8.2428)
H (0.8858, -1.7309, 0.5176)
H (0.4418, -1.8605, -1.8541)
H (-2.5606, 0.3275, 9.0279)
H (-4.1453, -10.0745, 2.6368)
H (-2.9958, -5.3200, -9.0728)
H (6.2601, -3.5251, 6.8776)
H (-4.5715, 8.5491, -2.9000)
H (2.9885, 0.6840, 3.8194)
H (-0.6261, 1.3744, -1.8707)
H (-6.1331, 4.2511, -1.7872)
H (7.8797, 3.3178, 0.1808)
H (-4.4830, -1.7198, -3.8670)
H (2.0298, 1.6538, 4.9296)
H (5.2954, 4.6163, 4.1980)
H (4.1381, 0.0898, -3.3714)
H (-6.6574, 3.9818, 0.6892)
H (-3.6170, 1.9564, 3.4219)
H (5.2602, -4.2400, 5.6175)
H (-4.3207, 4.1411, -2.2379)
H (-3.4700, 7.5403, -1.9717)
H (6.9444, -3.8524, 5.2902)
H (2.3070, -4.7816, -5.7038)
H (-2.6196, 1.7298, -8.0660)
H (4.0134, -5.1950, -5.6261)
H (4.4500, 1.8185, -3.2282)
H (1.0601, 0.7155, -0.4515)
H (-5.2006, -6.4852, 0.9382)
H (-0.1269, 3.4401, 1.9884)
H (-4.6366, -4.8151, 0.9985)
H (3.4931, -3.5462, -5.3122)
H (7.9945, 1.2709, 7.7469)
H (4.1451, 5.6752, -1.6498)
H (-1.4575, 0.9884, -6.9725)
H (6.4909, 5.8775, 4.4664)
H (-2.1907, -3.8000, -8.7053)
H (-1.7963, -7.0049, -3.9519)
H (6.9989, 4.2023, 4.2962)
H (-4.8692, 1.9110, -3.4059)
H (-1.2657, 0.8123, -8.7123)
H (-1.0922, -0.9005, -1.7780)
H (-4.1894, -1.2048, -5.5229)
H (-5.8389, -10.4493, 2.9272)
H (-4.2212, 6.9102, -3.4324)
H (4.0785, 0.8660, -1.7947)
H (-0.6256, 5.0962, 2.2970)
H (-5.8274, 3.1826, 3.0649)
H (-2.4643, -5.4543, -4.4281)
H (-2.6268, -0.6580, 3.2088)
H (-5.7431, -5.3192, -0.2719)
H (5.3030, 5.0842, -0.4650)
H (6.5310, 1.5032, 8.6917)
H (-2.7778, 2.6176, -2.3102)
H (-3.7442, 1.0045, 7.9151)
H (0.6313, 4.3571, 3.2788)
H (9.3328, 3.0143, -0.7597)
H (6.4211, 1.0003, 7.0114)
H (-0.8909, -1.3361, 0.9425)
H (7.7512, 2.7123, -1.4648)
H (-1.5363, -6.3962, -5.5803)
H (-4.8390, -9.8292, 4.2343)

Forces on the atoms, in the same order (eV/Å):
Br 0.59 0.77 -0.21
F -2.31 0.15 -0.81
O 0.63 0.59 0.18
O 5.16 1.06 -9.28
O -0.15 -1.37 -1.02
N -0.18 0.00 -0.08
N -1.10 1.45 -0.18
N -0.05 0.03 -0.01
N -0.04 0.01 -0.13
N -0.05 0.01 -0.08
N -0.04 -0.01 0.20
N 0.10 0.10 0.01
N -0.02 -0.04 -0.01
N 0.21 0.00 -0.09
N 1.63 2.25 1.07
N 0.05 0.22 0.17
N -0.06 0.22 -0.02
N -0.10 -0.03 0.01
N -0.05 0.00 0.02
N -0.22 -0.54 0.71
N -0.24 0.22 -0.31
N -4.06 3.54 7.86
N -0.12 -0.02 0.07
N 0.06 -0.04 0.10
C -0.03 0.39 -0.15
C 0.11 -0.20 0.11
C -0.51 0.34 0.64
C 0.04 -0.12 0.08
C 0.03 -0.20 0.09
C -0.15 -0.25 -0.12
C 0.22 -0.02 -0.33
C -0.25 -0.03 -0.05
C 0.04 0.32 0.06
C 0.01 0.20 -0.08
C -0.24 -0.02 0.18
C 0.00 0.00 0.24
C 0.00 0.12 0.00
C 0.58 -0.01 -0.77
C -0.60 0.80 -0.14
C -0.22 0.30 0.40
C -0.08 0.17 -0.32
C -0.36 -0.26 -0.17
C -0.20 0.15 0.08
C -0.12 -0.05 0.10
C -0.92 0.33 2.03
C 3.38 -1.52 -0.87
C -1.32 0.36 -1.20
C 0.24 0.08 -0.71
C -2.11 1.06 -0.07
C -0.07 0.17 0.19
C 0.27 -0.07 0.01
C 0.11 -0.42 0.16
C 0.11 0.12 -0.05
C 0.13 -1.37 1.07
C -0.09 -0.43 0.20
C -0.14 0.17 0.15
C 0.11 -0.38 0.09
C 0.00 0.03 0.37
C -0.06 -0.13 0.32
C 0.01 0.21 -0.05
C -0.16 -0.20 -0.09
C 0.23 0.34 0.02
C 0.00 0.32 -0.12
C -0.39 -0.08 -0.08
C 0.98 -0.55 -0.55
C 0.28 -5.74 0.71
C 0.29 0.12 -0.19
C 0.02 -0.04 0.20
C 1.87 -1.46 2.45
C 0.38 -0.14 -0.11
C -1.31 1.02 -2.10
C -0.10 -0.11 0.05
C -0.45 0.12 -0.26
C 0.37 -1.43 0.57
H 0.15 0.11 0.10
H -0.48 0.06 -1.08
H 0.08 -0.06 -0.16
H 0.11 -0.12 -0.19
H 0.23 0.08 0.02
H -0.08 0.00 0.17
H -1.19 0.54 0.01
H -0.82 0.11 0.65
H 0.12 -0.10 -0.18
H -0.05 0.20 -0.06
H -0.10 0.01 0.19
H -0.03 0.27 -0.05
H -0.16 -0.07 0.11
H 0.24 0.04 0.08
H -0.73 0.31 1.09
H 0.99 -0.48 0.11
H 0.00 -0.17 0.07
H 0.22 0.09 0.08
H 0.14 0.09 0.07
H 0.05 -0.04 -0.17
H -0.23 0.01 -0.02
H 1.11 -0.58 0.33
H -0.42 0.54 -1.12
H -0.06 0.20 -0.09
H -0.98 -0.21 0.22
H -0.16 -0.05 0.12
H -0.05 0.21 -0.07
H 0.03 0.08 -0.11
H -0.12 -0.18 -0.02
H 0.02 0.04 -0.20
H -0.39 -0.22 0.02
H -1.02 -0.06 0.56
H 0.35 0.53 -0.56
H 0.16 0.08 -0.05
H 0.17 -0.09 -0.07
H -0.01 0.04 -0.19
H 0.02 -0.22 0.06
H 0.04 -0.14 -0.16
H -0.11 -0.19 0.02
H 0.03 0.04 -0.23
H -0.14 0.03 0.22
H 0.23 0.12 0.14
H -0.04 -0.02 -0.19
H -0.04 0.73 0.75
H -0.12 -0.18 0.00
H 0.55 -0.62 0.61
H 0.20 0.07 0.10
H -0.06 0.20 -0.06
H -0.17 -0.05 0.09
H -0.17 0.05 -0.02
H 0.14 0.08 -0.13
H 0.61 -0.17 -0.90
H 0.23 0.04 0.14
H 0.37 -0.39 -0.39
H 0.17 -0.04 -0.16
H 0.05 -0.17 -0.22
H 0.00 -0.21 0.07
H 0.09 -0.35 1.11
H 0.11 -0.11 -0.17
H 0.12 0.01 -0.13
H 0.02 -0.21 0.07
H 0.03 -0.21 0.07
H 1.03 -0.01 -0.59
H 0.03 -0.21 0.08
H 0.18 0.11 0.07
H -0.06 0.20 -0.05

E_tot ... -5884.15221 hartree
Total charge ... +1

# 2
# C2H4FP

An isolated molecule of C2H4FP in a non-equilibrium geometry (ωB97M-V with the def2-TZVPD basis set, the Open Molecules 2025 dataset).

Geometry (Å):
P (1.3574, 1.1851, -0.2621)
F (-2.1746, -1.2943, -0.3647)
C (-1.2718, -0.5707, 0.3111)
C (-0.2130, -0.0455, -0.3549)
H (1.5538, 1.3215, 1.2638)
H (2.4137, 0.0683, -0.4432)
H (-1.5235, -0.6876, 1.3570)
H (-0.1421, 0.0231, -1.5071)

Forces on the atoms, in the same order (eV/Å):
P -0.31 -2.43 2.60
F -0.46 -0.07 -0.59
C 2.10 0.30 -0.99
C 0.82 1.66 -1.33
H -0.11 -0.29 -1.97
H -1.46 1.41 0.38
H 0.60 0.61 0.18
H -1.18 -1.20 1.73

E_tot ... -519.72313 hartree
Energy relative to the best compared isomer or geometry (same formula, charge and spin) ... 45.7 kcal/mol
SMILES ... F/C=C/P

# 3
# C23H35N3O3

An isolated molecule of C23H35N3O3 (ωB97M-V with the def2-TZVPD basis set, the Open Molecules 2025 dataset).

Geometry (Å):
O (-1.9001, 0.7103, -1.5262)
O (-5.8418, -1.3685, -1.7139)
O (2.7172, -0.9894, 0.5404)
N (-4.5731, 0.4266, -1.9465)
N (-1.6090, -1.3244, -0.5645)
N (2.3507, 0.8748, -0.6942)
C (-3.4005, -3.9277, -1.3055)
C (3.7323, 3.4398, -0.1456)
C (3.7689, 1.0291, -0.9843)
C (4.6539, 1.5770, 1.2953)
C (1.9401, -0.1610, 0.0851)
C (-0.1730, -1.1550, -0.7545)
C (0.1686, -0.9280, 1.6950)
C (2.3468, 3.4661, 0.5111)
C (-2.0711, 0.1665, 2.1088)
C (-4.4810, -3.0665, -0.7112)
C (1.1836, 3.0850, -0.4057)
C (-5.7167, -0.1005, -2.1587)
C (-1.5253, -2.0164, 3.1733)
C (-4.6284, -1.6687, -1.1568)
C (-1.9224, -1.9314, 0.7303)
C (-1.3303, -1.1608, 1.9237)
C (0.4466, -0.2823, 0.3414)
C (-3.8566, -0.5471, -1.2517)
C (5.8635, 2.3106, -0.7506)
C (-4.8277, -4.1557, -1.6929)
C (4.4802, 2.0916, -0.1349)
C (1.4581, 1.8659, -1.2915)
C (-2.3926, -0.2984, -1.0580)
H (-3.0003, -1.9877, 0.8566)
H (-1.1220, -1.5086, 4.0515)
H (0.2931, 2.9106, 0.2045)
H (0.7042, -1.8801, 1.7373)
H (5.0901, 2.3523, 1.9305)
H (3.7124, 1.2569, 1.7397)
H (4.2489, 0.0632, -0.8318)
H (-1.6659, 0.7067, 2.9673)
H (-5.3349, -5.0272, -1.3054)
H (2.1548, 4.4691, 0.8984)
H (-1.5312, -2.9534, 0.7264)
H (0.5178, 1.4072, -1.5947)
H (4.3767, 4.1581, 0.3700)
H (5.3163, 0.7098, 1.3054)
H (6.4497, 3.0028, -0.1430)
H (-0.0026, -0.7373, -1.7444)
H (2.3476, 2.8103, 1.3838)
H (-3.1339, -0.0084, 2.2955)
H (-5.1408, -3.8486, -2.6805)
H (-1.0134, -2.9764, 3.0764)
H (0.5694, -0.3083, 2.5027)
H (3.6563, 3.7975, -1.1802)
H (-4.7435, -3.2587, 0.3229)
H (5.7854, 2.7284, -1.7575)
H (-2.9249, -4.6463, -0.6530)
H (-0.0245, 0.6981, 0.2949)
H (0.2833, -2.1485, -0.7117)
H (6.4162, 1.3707, -0.8154)
H (0.9370, 3.9222, -1.0644)
H (-2.7448, -3.4600, -2.0257)
H (-2.5855, -2.2099, 3.3565)
H (3.8618, 1.2934, -2.0425)
H (1.9485, 2.1904, -2.2108)
H (-1.9917, 0.8213, 1.2403)
H (-6.5703, 0.3286, -2.6564)

Forces on the atoms, in the same order (eV/Å):
O 0.00 0.00 0.00
O -0.01 0.01 0.01
O 0.01 -0.01 0.00
N -0.11 0.25 0.45
N -0.09 0.16 0.48
N -0.02 0.00 0.00
C 0.00 0.00 0.00
C 0.00 0.00 0.00
C 0.01 -0.01 -0.01
C 0.00 0.00 0.01
C 0.00 0.00 0.00
C 0.01 0.00 0.00
C -0.01 0.00 0.00
C 0.00 -0.01 0.00
C 0.00 0.00 0.00
C 0.00 0.01 0.00
C 0.00 0.00 0.00
C 0.01 -0.02 -0.02
C 0.00 0.00 0.00
C 0.01 0.00 -0.01
C -0.01 0.00 0.00
C 0.00 0.00 0.00
C 0.00 0.00 -0.01
C 0.10 -0.28 -0.40
C 0.00 0.00 0.00
C 0.00 0.00 0.00
C 0.00 0.00 0.00
C 0.00 0.00 -0.01
C 0.09 -0.13 -0.52
H 0.00 0.00 0.00
H 0.00 0.00 0.00
H 0.00 0.00 0.00
H 0.00 0.00 0.00
H 0.00 0.00 0.00
H 0.00 0.00 0.00
H 0.00 0.00 0.00
H 0.00 0.00 0.00
H 0.00 0.00 0.00
H 0.00 0.00 0.00
H 0.00 0.00 0.00
H -0.01 0.00 0.01
H 0.00 0.00 0.00
H 0.00 0.00 0.00
H 0.00 0.00 0.00
H 0.00 0.00 0.00
H 0.01 0.00 0.00
H 0.00 0.00 0.00
H 0.00 0.00 0.00
H 0.00 0.00 0.00
H 0.01 0.00 0.00
H 0.00 0.00 0.00
H 0.00 0.00 0.00
H 0.00 0.00 0.00
H 0.00 0.00 0.00
H 0.00 0.01 0.00
H 0.00 0.00 0.00
H 0.00 0.00 0.00
H 0.00 0.00 0.00
H 0.00 0.00 0.00
H 0.00 0.00 0.00
H 0.00 0.00 0.00
H 0.00 0.00 0.01
H 0.00 0.00 0.00
H 0.00 0.00 0.00

E_tot ... -1287.42169 hartree
Energy relative to the best compared isomer or geometry (same formula, charge and spin) ... 29.2 kcal/mol
SMILES ... CC1(C)C[C@@H](C(=O)N2CCCCC(C)(C)C2)CN(C(=O)c2ncoc2C2CC2)C1

# 4
# C5H6O2

An isolated molecule of C5H6O2 (ωB97M-V with the def2-TZVPD basis set, the Open Molecules 2025 dataset).

Geometry (Å):
O (1.3039, 1.7819, 0.2794)
O (1.9312, -0.6278, 0.7770)
C (0.3898, 0.9973, 0.1004)
C (-0.0634, -1.5623, -0.2736)
C (-1.9491, 1.8549, -0.7976)
C (-0.8940, 1.4470, -0.3876)
C (0.5663, -0.4447, 0.5587)
H (-2.8734, 2.2422, -1.1631)
H (2.2771, 0.2889, 0.7925)
H (0.0018, -0.4051, 1.5125)
H (-1.1132, -1.3346, -0.4897)
H (-0.0401, -2.4914, 0.3057)
H (0.4632, -1.7464, -1.2145)

Forces on the atoms, in the same order (eV/Å):
O -0.37 -0.20 -0.32
O 0.01 -0.01 0.09
C 0.24 0.24 0.14
C 0.01 0.06 0.02
C 0.38 -0.16 0.14
C -0.59 0.20 -0.29
C -0.34 0.05 -0.04
H 0.07 -0.07 0.04
H 0.21 -0.39 0.06
H 0.12 -0.16 0.06
H 0.18 0.01 0.03
H 0.05 0.19 -0.08
H 0.02 0.22 0.14

E_tot ... -344.51947 hartree
Energy relative to the best compared isomer or geometry (same formula, charge and spin) ... 51.7 kcal/mol
SMILES ... C#CC(=O)[C@@H](C)O

Number 1: E_HOMO -9.16 eV, LUMO level -3.96 eV. Number 2: E_HOMO -9.44 eV, LUMO level 0.94 eV. Number 3: E_HOMO -8.90 eV, LUMO level 0.62 eV. Number 4: E_HOMO -10.37 eV, LUMO level -0.12 eV.